{"formula": "C6H4CeO6", "method": "the ωB97M-V functional and the def2-TZVPD basis", "species": ["H", "O", "H", "C", "O", "O", "O", "C", "C", "C", "O", "H", "Ce", "C", "C", "H", "O"], "positions_angstrom": [[2.1059, 1.5921, -0.0370], [-1.5208, 0.8590, 2.7675], [2.3382, 0.1102, -1.0634], [2.3860, 0.5176, -0.0351], [1.5573, -0.2272, 0.8172], [-4.4730, -0.3903, -1.2376], [-0.7941, -3.0761, 1.1207], [-0.7800, -2.0038, 0.7003], [-0.0476, -0.8862, -1.6473], [-1.2338, 0.4531, 1.7284], [-0.3483, 2.6492, -0.9941], [1.5448, 0.2589, 1.6820], [-0.6545, -0.2170, 0.0358], [-0.5018, 1.5707, -0.6200], [-3.3977, -0.3416, -0.8790], [3.4400, 0.4178, 0.3010], [0.3794, -1.2863, -2.6396]], "forces_ev_per_angstrom": [[0.3, -0.5, 0.0], [0.9, -1.3, -3.2], [0.0, 0.1, 0.5], [2.2, 1.5, -1.8], [-2.1, 0.1, 2.4], [2.9, 0.1, 1.0], [0.1, 3.5, -1.4], [-1.1, -17.0, 6.4], [5.7, -6.4, -16.0], [-5.4, 6.4, 15.9], [-0.5, -3.4, 1.2], [0.7, -0.9, -0.2], [-0.5, -0.2, -0.6], [1.4, 16.8, -6.1], [-2.9, -0.1, -1.0], [-0.5, 0.1, -0.3], [-1.3, 1.3, 3.2]], "lumo_ev": [-16.5, -17.6], "total_charge": 3, "s_squared": 0.769, "largest_force_ha_per_bohr": 0.353, "multiplicity": 2, "gap_ha": [0.2600, 0.2518], "mol_weight_g_mol": 312.21, "e_tot_ha": -1155.7047}